[1]
ORCA calculation (ωB97M-V/def2-TZVPD) on a single C4H8O2 molecule.

Positions of all 14 atoms, in Å:
C: -2.331169 0.371340 -0.129008
O: -1.064366 -0.104688 -0.502601
C: -0.128268 -0.025603 0.542172
C: 1.126830 -0.720299 0.084969
C: 2.283480 0.035164 -0.385651
O: 2.261834 -0.537672 0.915067
H: -2.729243 -0.174176 0.741683
H: -2.304364 1.443826 0.117937
H: -3.000437 0.217267 -0.978660
H: -0.518992 -0.517025 1.448643
H: 0.102038 1.020336 0.810036
H: 0.983327 -1.734971 -0.288223
H: 2.226141 1.122513 -0.412010
H: 2.977050 -0.427683 -1.086796

Cartesian forces, eV/Å:
C -0.309 0.110 0.047
O 0.058 -0.046 -0.049
C 0.165 0.020 0.184
C -0.195 -0.073 -0.075
C 0.077 0.127 -0.286
O 0.065 -0.051 0.214
H 0.093 0.063 -0.138
H 0.011 -0.139 -0.037
H 0.090 0.048 0.131
H 0.050 0.012 -0.109
H -0.054 -0.152 -0.078
H 0.012 0.125 0.082
H 0.025 -0.137 -0.014
H -0.088 0.095 0.127

Summary:
LUMO energy in hartree: 0.0392
Calculated total energy in Ha: -307.61927
Gap between HOMO and LUMO in eV: 11.19
Maximum force in hartree/bohr: 0.0064
SMILES: COC[C@H]1CO1

[2]
ORCA calculation (ωB97M-V/def2-TZVPD) on 2 unconnected molecules or ions with the total composition C4H8O2.

Positions of all 14 atoms, in Å:
C: 2.103161 0.565755 -0.186463
O: 1.280332 1.543130 -0.436707
C: 0.335530 1.615780 -1.316873
C: -0.883098 -1.068120 0.069589
O: -1.334317 -1.510183 -0.961558
C: -1.570804 -1.160269 1.404206
H: 2.829990 0.771926 0.583729
H: 0.113992 -0.574448 0.092352
H: 2.155846 -0.267983 -0.878098
H: -0.191005 2.557492 -1.336576
H: 0.181928 0.804785 -2.022420
H: -2.500228 -1.728942 1.309356
H: -1.782387 -0.149486 1.774949
H: -0.905585 -1.630134 2.139503

Cartesian forces, eV/Å:
C 0.441 -0.498 -0.049
O 0.199 0.566 0.538
C -0.552 -0.032 -0.603
C -0.078 -0.127 -0.139
O 0.198 0.180 0.388
C -0.130 -0.050 -0.024
H -0.091 -0.043 -0.109
H -0.185 -0.081 -0.003
H 0.020 0.082 0.078
H 0.029 -0.147 -0.004
H 0.043 0.102 0.113
H 0.161 0.119 0.063
H 0.030 -0.127 -0.086
H -0.085 0.054 -0.163

Summary:
LUMO energy (alpha / beta) in hartree: 0.0247 / 0.0229
Calculated total energy in Ha: -307.53535
Gap between HOMO and LUMO (alpha / beta) in eV: 8.37 / 8.29
Maximum force in hartree/bohr: 0.0159

[3]
ORCA calculation (ωB97M-V/def2-TZVPD) on a single C4H8O2 molecule at a distorted geometry.

Positions of all 14 atoms, in Å:
O: -2.080299 0.371515 -0.690547
C: -1.524963 -0.373221 0.646082
C: -0.313741 -1.031990 0.260167
C: 1.067132 -0.520123 0.067557
C: 1.341204 1.067880 -0.343762
O: 1.449292 1.328844 -1.689229
H: -2.464897 -1.137057 0.806816
H: -1.511268 0.503363 1.417877
H: -0.684776 -2.060687 -0.103968
H: 1.510331 -0.475632 1.031839
H: 1.686895 -1.115780 -0.707835
H: 2.378646 1.379286 0.281776
H: 0.378882 1.657276 0.194715
H: -1.232433 0.406326 -1.171483

Cartesian forces, eV/Å:
O 2.190 -1.771 2.095
C -4.805 2.476 0.601
C 1.588 -1.618 -1.982
C -1.906 -2.546 -1.932
C 0.423 4.763 -1.343
O -0.720 -1.901 4.350
H 2.698 1.962 0.111
H 0.119 -1.896 -1.289
H 1.556 1.490 -0.136
H 0.677 0.300 0.904
H -1.053 0.523 1.645
H -2.594 -0.953 -1.394
H 2.298 -1.425 -1.092
H -0.470 0.597 -0.539

Summary:
LUMO energy in hartree: -0.1027
Calculated total energy in Ha: -307.43039
Gap between HOMO and LUMO in eV: 5.71
Maximum force in hartree/bohr: 0.1058

[4]
ORCA calculation (ωB97M-V/def2-TZVPD) on a single C4H8O2 molecule.

Positions of all 14 atoms, in Å:
C: -0.887247 -0.544188 -1.245409
C: 0.212519 0.383854 -0.771227
O: -0.316566 1.526898 -0.065333
C: 0.036053 0.955675 1.199777
C: 0.956196 -0.059686 0.509963
O: 0.966999 -1.397563 0.911171
H: -1.564020 -0.804447 -0.422145
H: -1.485441 -0.051769 -2.017900
H: -0.468961 -1.466737 -1.660972
H: 0.848172 0.700311 -1.606966
H: -0.830766 0.478251 1.687256
H: 0.475103 1.684965 1.888578
H: 1.998893 0.266140 0.499716
H: 0.059067 -1.671703 1.093492

Cartesian forces, eV/Å:
C -0.051 -0.020 -0.015
C 0.051 -0.205 -0.288
O -0.076 0.129 -0.051
C 0.015 -0.050 0.406
C 0.169 0.285 -0.049
O -0.252 -0.082 0.083
H 0.099 0.018 -0.112
H 0.094 -0.057 0.101
H -0.033 0.118 0.053
H -0.096 -0.044 0.116
H 0.132 0.065 -0.057
H -0.041 -0.103 -0.126
H -0.145 -0.033 0.000
H 0.133 -0.020 -0.061

Summary:
LUMO energy in hartree: 0.0325
Calculated total energy in Ha: -307.64453
Gap between HOMO and LUMO in eV: 10.72
Maximum force in hartree/bohr: 0.0080
SMILES: C[C@H]1OC[C@H]1O

[5]
ORCA calculation (ωB97M-V/def2-TZVPD) on a single C4H8O2 molecule at a distorted geometry.

Positions of all 14 atoms, in Å:
C: 0.003228 -1.433337 -0.614460
C: -0.797820 -0.260016 0.154273
C: -0.166946 0.869388 0.977932
O: 1.169161 0.717560 1.374776
C: -0.391932 1.049345 -0.480448
O: 0.767257 0.959999 -1.235356
H: -0.699663 -1.798309 -1.363689
H: 0.881780 -1.155453 -1.224289
H: 0.333036 -2.267674 0.002260
H: -1.851245 -0.415360 0.433753
H: -0.756701 1.497368 1.651080
H: 1.191955 -0.147355 1.802240
H: -1.091535 1.765503 -0.890570
H: 1.409426 0.618340 -0.587501

Cartesian forces, eV/Å:
C -0.788 0.276 0.844
C 0.454 -0.608 -0.805
C -0.013 -0.196 -0.154
O 0.065 -0.252 0.097
C -0.004 0.362 -0.162
O 0.360 0.605 -0.132
H -0.143 -0.218 0.189
H -0.622 0.331 0.691
H -0.315 -0.042 0.253
H 0.565 -0.267 -0.575
H -0.097 -0.606 -0.062
H 0.322 0.182 0.051
H -0.040 0.007 0.180
H 0.257 0.426 -0.417

Summary:
LUMO energy in hartree: 0.0278
Calculated total energy in Ha: -307.61503
Gap between HOMO and LUMO in eV: 10.05
Maximum force in hartree/bohr: 0.0231
SMILES: C[C@H]1[C@@H](O)[C@H]1O

[6]
ORCA calculation (ωB97M-V/def2-TZVPD) on a single C4H8O2 molecule.

Positions of all 14 atoms, in Å:
C: 1.223024 1.067974 -0.020769
C: 0.192747 -0.028292 0.087480
C: -1.232661 0.481253 0.182668
O: -2.179309 -0.539173 0.006773
C: 0.516291 -1.339604 -0.469518
O: 0.371237 -1.163664 0.942314
H: 1.057073 1.887599 0.687548
H: 1.102576 1.463745 -1.036508
H: 2.248158 0.701885 0.083356
H: -1.429630 1.263448 -0.557239
H: -1.319343 0.947593 1.181381
H: -1.887808 -1.244652 0.602639
H: 1.550722 -1.526850 -0.758508
H: -0.234866 -1.931632 -0.988044

Cartesian forces, eV/Å:
C 0.010 0.011 0.073
C -0.041 0.235 -0.207
C 0.208 0.232 -0.053
O -0.007 -0.186 0.204
C 0.032 -0.106 -0.289
O 0.205 0.096 0.208
H 0.011 -0.183 -0.044
H 0.170 0.112 0.174
H -0.199 -0.020 0.060
H 0.051 -0.176 -0.002
H -0.046 -0.066 -0.194
H -0.211 -0.026 -0.046
H -0.201 0.057 -0.137
H 0.020 0.020 0.252

Summary:
LUMO energy in hartree: 0.0344
Calculated total energy in Ha: -307.64089
Gap between HOMO and LUMO in eV: 11.14
Maximum force in hartree/bohr: 0.0061
SMILES: C[C@@]1(CO)CO1

[7]
ORCA calculation (ωB97M-V/def2-TZVPD) on a single C4H8O2 molecule at a distorted geometry.

Positions of all 14 atoms, in Å:
C: 0.571522 -1.029038 1.243580
C: -0.073199 -0.696926 -0.073500
O: -0.919792 -1.764490 -0.440265
C: -0.655654 0.648147 -0.290858
C: 0.206676 1.795363 -0.483263
O: -0.007748 1.117870 -1.667215
H: -0.167633 -1.225628 2.023198
H: 1.165690 -1.935310 1.097158
H: 1.221754 -0.215645 1.576608
H: 0.706980 -0.474358 -0.853937
H: -1.325749 -1.538245 -1.289143
H: -1.728716 0.783337 -0.304155
H: 1.218444 1.743321 -0.099534
H: -0.212575 2.791602 -0.438672

Cartesian forces, eV/Å:
C -0.066 -0.067 0.277
C 1.537 0.232 -0.759
O -0.290 0.283 -0.220
C -0.368 0.559 -1.869
C 0.671 0.718 0.722
O -1.766 -0.263 0.522
H -0.012 0.017 -0.048
H -0.025 0.144 0.162
H -0.025 -0.134 -0.063
H 0.177 -1.615 0.803
H 0.116 -0.174 0.133
H -0.068 0.111 0.059
H 0.244 0.004 0.126
H -0.124 0.183 0.155

Summary:
LUMO energy in hartree: 0.0368
Calculated total energy in Ha: -307.61077
Gap between HOMO and LUMO in eV: 10.92
Maximum force in hartree/bohr: 0.0386
SMILES: C[C@@H](O)[C@H]1CO1

[8]
ORCA calculation (ωB97M-V/def2-TZVPD) on a single C4H8O2 molecule.

Positions of all 14 atoms, in Å:
C: -1.180328 -1.110224 0.232841
C: -0.283807 0.113697 0.383835
C: 1.151895 -0.196992 -0.045031
O: 1.944330 0.964159 0.115780
C: -0.761747 1.308195 -0.418108
O: -1.761126 1.320655 -1.099392
H: -2.230933 -0.852428 0.388414
H: -0.902602 -1.885425 0.955467
H: -1.096569 -1.537170 -0.772816
H: -0.259597 0.440014 1.435030
H: 1.544359 -1.032535 0.553702
H: 1.128864 -0.518940 -1.098627
H: 2.806902 0.794058 -0.280600
H: -0.099645 2.192932 -0.350495

Cartesian forces, eV/Å:
C -0.031 -0.060 0.000
C -0.021 -0.026 -0.009
C -0.225 -0.341 -0.060
O 0.323 -0.007 -0.051
C -0.326 0.008 -0.192
O 0.408 -0.040 0.309
H 0.164 0.002 -0.012
H -0.017 0.130 -0.112
H -0.024 0.099 0.127
H 0.055 0.002 -0.143
H -0.083 0.116 -0.075
H 0.059 0.047 0.145
H -0.111 0.109 0.117
H -0.171 -0.038 -0.044

Summary:
LUMO energy in hartree: 0.0260
Calculated total energy in Ha: -307.66944
Gap between HOMO and LUMO in eV: 10.28
Maximum force in hartree/bohr: 0.0100
SMILES: C[C@H](C=O)CO

[9]
ORCA calculation (ωB97M-V/def2-TZVPD) on 2 unconnected molecules or ions with the total composition C4H8O2.

Positions of all 14 atoms, in Å:
O: -2.005345 1.254028 0.244464
C: -0.720296 -1.484421 -0.645384
C: 0.557518 -1.141105 -0.521819
C: 1.019479 0.299593 -0.561516
C: 1.205741 0.734765 0.868122
O: 0.450247 1.450222 1.490862
H: -2.450316 0.807582 0.974784
H: -1.487490 -0.720843 -0.758596
H: -1.021265 -2.527685 -0.633167
H: 1.324524 -1.895560 -0.353293
H: 0.275687 0.925004 -1.061244
H: 1.978414 0.371025 -1.091443
H: 2.085356 0.299170 1.381268
H: -1.212253 1.628228 0.666962

Cartesian forces, eV/Å:
O -0.186 0.157 0.206
C 0.166 -0.016 -0.058
C -0.159 -0.153 -0.050
C -0.077 0.075 -0.021
C -0.118 0.183 0.248
O 0.463 -0.170 -0.301
H -0.028 0.075 -0.134
H 0.159 -0.200 -0.075
H 0.041 0.112 0.068
H -0.112 0.056 -0.082
H 0.100 -0.058 0.134
H -0.140 0.019 0.125
H -0.037 0.036 0.004
H -0.072 -0.117 -0.064

Summary:
LUMO energy in hartree: 0.0280
Calculated total energy in Ha: -307.65243
Gap between HOMO and LUMO in eV: 10.53
Maximum force in hartree/bohr: 0.0112
SMILES: C=CCC=O.O

[10]
ORCA calculation (ωB97M-V/def2-TZVPD) on 2 unconnected molecules or ions with the total composition C4H8O2 at a distorted geometry.

Positions of all 14 atoms, in Å:
C: 2.681841 -0.129855 0.400292
C: 1.346261 -0.119048 0.325763
C: 0.577415 -0.339363 -0.833727
C: -0.834873 -0.040266 -0.760410
O: -1.030063 1.200651 -0.258100
H: 3.147288 0.103469 1.346936
H: 3.282340 -0.430423 -0.444071
H: 0.780311 0.172186 1.197234
H: 1.063074 -0.616906 -1.758599
H: -1.381384 -0.252465 -1.692282
H: -1.274863 -0.766971 -0.011432
H: -3.623485 0.089451 1.322472
H: -1.952918 0.996154 0.288089
O: -2.780950 0.133382 0.877830

Cartesian forces, eV/Å:
C -0.093 -0.458 -0.161
C -0.257 0.607 0.415
C -0.126 0.241 0.430
C 0.405 -0.352 -1.409
O -0.044 0.680 0.187
H 0.257 -0.007 -0.095
H 0.243 0.156 -0.091
H -0.171 0.049 0.127
H 0.069 -0.577 -0.091
H 0.057 0.063 0.060
H -0.220 -0.289 0.043
H -0.103 0.228 -0.100
H -0.493 -0.063 0.682
O 0.477 -0.277 0.003

Summary:
LUMO energy in hartree: -0.1022
Calculated total energy in Ha: -307.49736
Gap between HOMO and LUMO in eV: 5.25
Maximum force in hartree/bohr: 0.0293